(1)
Below is a cluster of 2 separate species, C3H10N3O in total, with properties calculated with ωB97M-V/def2-TZVPD.

Values from the calculation:
E_tot: -359.58501 Ha
net charge: +1
relative energy (zero: lowest compared OMol25 entry of this formula, charge and spin): 1.494 eV
maximum force: 0.5 eV/Å

Element x y z (Å)
C -2.0939 0.7722 0.6659
C -0.1615 2.2064 0.5614
N -0.7270 1.1167 0.2604
H -2.1031 -0.2624 0.9996
H -2.7373 0.8260 -0.2087
H -2.4278 1.4242 1.4600
H -0.6919 2.9374 1.1663
H 0.8404 2.4183 0.2200
H -0.2090 0.3717 -0.2933
N 1.9451 -1.5049 0.4232
C 1.0500 -1.9034 -0.5315
N 0.5623 -0.8205 -1.3514
O 0.6053 -3.0109 -0.6304
H 2.4142 -2.2695 0.8907
H 2.5130 -0.6881 0.2581
H 1.3148 -0.3844 -1.8765
H -0.0937 -1.2288 -2.0138


(2)
Below is a cluster of 2 separate species, C3H10N3O2 in total, with properties calculated with ωB97M-V/def2-TZVPD.

Values from the calculation:
E_tot: -434.84448 Ha
net charge: +1
relative energy (zero: lowest compared OMol25 entry of this formula, charge and spin): 1.514 eV
maximum force: 0.5 eV/Å

Element x y z (Å)
C -1.6206 -2.0466 2.1159
N -1.0248 0.9047 -0.0013
C -1.5627 0.0192 0.8023
N -0.9916 -1.0841 1.2076
H -1.4082 -3.0624 1.7845
H -2.6997 -1.9413 2.0897
H -1.2462 -1.9184 3.1229
H -0.0426 0.8790 -0.3064
H -1.5519 1.7477 -0.1623
H -2.5665 0.1984 1.1614
H -0.0321 -1.2687 0.9303
N 1.7592 0.5355 -1.1758
C 2.5739 1.3535 -2.0473
O 1.8447 2.1583 -2.8409
O 3.7556 1.3018 -2.0712
H 2.4033 0.1429 -0.4886
H 1.4128 -0.2633 -1.7030
H 0.9974 2.3437 -2.4179


(3)
Below is the ion C3H10N3S with charge +1 in a non-equilibrium geometry, with properties calculated with ωB97M-V/def2-TZVPD.

Values from the calculation:
E_tot: -682.33645 Ha
net charge: +1
relative energy (zero: lowest compared OMol25 entry of this formula, charge and spin): 5.552 eV
maximum force: 5.3 eV/Å

Element x y z (Å)
C 0.1299 0.9150 -0.6603
C 1.7817 0.4136 0.9366
C -2.2970 0.4253 0.1866
N 1.4235 0.4095 -0.4101
N -0.9549 -0.0383 -0.0889
N 0.7198 -1.8125 -0.7185
S -0.4643 -1.5012 0.3923
H -0.0639 1.9589 -0.2307
H 0.0969 1.0052 -1.7155
H 1.4387 1.1496 1.7494
H 1.3671 -0.5970 1.1653
H 2.9053 0.2452 0.9053
H -2.3477 0.9419 1.2353
H -2.6774 1.0155 -0.7144
H -2.9908 -0.4953 0.2162
H 0.5016 -1.6224 -1.7256
H 1.4314 -2.4132 -0.5230


(4)
Below is a cluster of 2 separate species, C3H10N4 in total in a non-equilibrium geometry, with properties calculated with ωB97M-V/def2-TZVPD.

Values from the calculation:
E_tot: -339.23577 Ha
net charge: -1
spin multiplicity: 2
relative energy (zero: lowest compared OMol25 entry of this formula, charge and spin): 0.879 eV
maximum force: 3.5 eV/Å

Element x y z (Å)
C -3.3943 1.1661 0.0625
C -1.0959 1.4317 0.3651
N -2.2493 1.4925 0.9190
H -3.2638 0.1087 -0.3592
H -3.4283 1.8981 -0.8118
H -4.3328 1.2291 0.6512
H -0.3382 2.1379 0.6686
H -0.9061 0.8705 -0.5246
N 2.3324 -1.0438 -1.4686
C 1.6697 -1.0942 -0.2385
N 2.2165 -0.3224 0.8005
N 0.5640 -1.7761 -0.0035
H 1.7955 -1.2586 -2.3136
H 2.9076 -0.2764 -1.5604
H 2.5324 0.6145 0.5699
H 1.5341 -0.3396 1.5668
H 0.3766 -2.4574 -0.7537


(5)
Below is the molecule C3H10N4 in a non-equilibrium geometry, with properties calculated with ωB97M-V/def2-TZVPD.

Values from the calculation:
E_tot: -339.15323 Ha
relative energy (zero: lowest compared OMol25 entry of this formula, charge and spin): 4.754 eV
maximum force: 2.7 eV/Å

Element x y z (Å)
C -1.3090 -1.5963 0.0955
C -1.2664 1.4942 0.0959
N -1.2276 -0.3723 0.8544
C 1.0776 0.1725 0.1045
N 1.6649 -1.0652 -0.1876
N 1.8825 1.2713 -0.2445
N -0.0754 0.4070 0.6483
H 2.1181 -1.0957 -1.0943
H 1.0683 -1.8626 -0.0441
H 2.8703 1.0805 -0.1289
H 1.6451 2.1088 0.2685
H -1.0746 -1.4843 -0.9775
H -0.6736 -2.4060 0.4982
H -0.6396 2.1872 -0.4732
H -2.0438 1.1203 -0.5704
H -1.6779 1.9858 0.9706
H -2.3390 -1.9452 0.1845


(6)
Below is a cluster of 2 separate species, C3H10N4 in total in a non-equilibrium geometry, with properties calculated with ωB97M-V/def2-TZVPD.

Values from the calculation:
E_tot: -339.24701 Ha
SMILES: N=C(N)N.C=CN
relative energy (zero: lowest compared OMol25 entry of this formula, charge and spin): 2.202 eV
maximum force: 5.6 eV/Å

Element x y z (Å)
C -1.2339 0.6333 -0.4106
C -1.6132 0.2556 0.8486
C 1.0092 -0.2622 -0.0426
N -1.5020 -0.1415 -1.5518
N 1.8028 0.7626 -0.5693
N 0.7863 -0.1498 1.4027
N 1.0802 -1.4120 -0.6187
H -1.1383 1.6923 -0.6229
H -0.8512 0.0618 -2.3014
H -1.4495 -1.1340 -1.3526
H 2.5873 0.4130 -1.1017
H 2.0368 1.5258 0.0470
H 0.5572 -2.1318 -0.1302
H 0.3967 -0.9718 1.8468
H 1.2379 0.6282 1.8722
H -1.7993 0.9906 1.6144
H -1.9071 -0.7601 1.0702


(7)
Below is a cluster of 2 separate species, C3H10N4O in total, with properties calculated with ωB97M-V/def2-TZVPD.

Values from the calculation:
E_tot: -414.59912 Ha
SMILES: [H]/N=C/NC.NC(N)=O
relative energy (zero: lowest compared OMol25 entry of this formula, charge and spin): 0.384 eV
maximum force: 0.5 eV/Å

Element x y z (Å)
C -2.1460 0.0028 0.3565
N -1.6601 0.5248 -0.9075
C -0.6113 1.3782 -1.0081
N -0.3119 1.9531 -2.1035
H -2.7733 -0.8619 0.1403
H -1.3056 -0.3106 0.9708
H -2.7332 0.7505 0.8934
H -2.2632 0.4914 -1.7126
H -0.0575 1.4900 -0.0798
H 0.4844 2.5683 -2.0088
N 1.0125 -1.4217 -0.1979
C 1.4223 -1.1907 1.0900
N 2.5643 -0.4258 1.2049
O 0.8182 -1.6052 2.0620
H 0.3511 -2.1694 -0.3140
H 1.6545 -1.2965 -0.9655
H 2.8388 0.1799 0.4513
H 2.7159 -0.0573 2.1284


(8)
Below is a structure of composition C3H10N4O in a non-equilibrium geometry, with properties calculated with ωB97M-V/def2-TZVPD.

Values from the calculation:
E_tot: -414.37696 Ha
relative energy (zero: lowest compared OMol25 entry of this formula, charge and spin): 6.429 eV
maximum force: 3.3 eV/Å

Element x y z (Å)
C -1.3581 1.3725 -0.3782
C 0.1669 -2.3070 -0.5164
N -1.5840 0.2080 -0.9823
N 0.0361 -1.1129 0.2793
N 1.8905 1.8211 0.8558
C 1.0489 -0.3254 0.3854
O -2.5839 -0.5519 -0.4665
N 0.9072 0.8512 1.0278
H -2.7505 -0.3035 0.4649
H 2.4398 1.9348 1.7007
H 2.4869 1.6647 0.0464
H 1.9881 -0.4783 -0.1766
H -2.0742 1.7414 0.3636
H -0.2306 1.2681 0.5851
H -0.9213 2.1143 -1.0401
H 1.0513 -2.3083 -1.1689
H -0.7306 -2.4137 -1.1266
H 0.2174 -3.1753 0.1465


(9)
Below is a cluster of 2 separate species, C3H10N4O in total in a non-equilibrium geometry, with properties calculated with ωB97M-V/def2-TZVPD.

Values from the calculation:
E_tot: -413.71571 Ha
net charge: +2
spin multiplicity: 3
relative energy (zero: lowest compared OMol25 entry of this formula, charge and spin): 0.270 eV
maximum force: 7.0 eV/Å

Element x y z (Å)
C -1.6379 -0.3368 0.3312
C 3.2786 -0.6423 0.1925
C 1.7961 -0.4649 0.2962
N -2.9831 -0.3080 0.2351
N -0.8965 0.6026 -0.2661
N -3.8492 0.4279 -0.5526
N 1.1642 0.1265 -0.5794
O -0.9450 -1.2054 1.0867
H 3.7134 0.2587 -0.4191
H 3.7023 -0.7307 1.1980
H 3.5076 -1.5424 -0.4163
H -1.4205 -2.1131 1.1018
H 1.3795 -0.9518 1.1124
H -3.4467 -0.6071 1.1654
H -1.2589 1.1530 -0.9565
H -4.8019 0.6323 -0.2020
H -3.4172 0.6067 -1.5735
H 1.6121 0.6642 -1.3694


(10)
Below is the ion C3H10N5 with charge +1 in a non-equilibrium geometry, with properties calculated with ωB97M-V/def2-TZVPD.

Values from the calculation:
E_tot: -393.79632 Ha
net charge: +1
SMILES: CC(=[NH2+])/N=C(/N)NN
relative energy (zero: lowest compared OMol25 entry of this formula, charge and spin): 1.679 eV
maximum force: 6.2 eV/Å

Element x y z (Å)
C 0.7538 1.1581 -0.4022
C 0.0518 -1.1474 -0.0368
C 0.5706 -2.3905 0.7730
N 0.8301 -0.0898 -0.1758
N -0.3501 1.9185 -0.1999
N 1.8094 1.8289 -0.9145
N -1.0607 -1.3660 -0.7048
N -1.5384 1.1867 0.7403
H -0.0984 -2.2807 1.6671
H 1.5727 -2.1582 1.1511
H 0.3754 -3.4058 0.3924
H -0.2828 2.9191 -0.2590
H 2.4511 1.1316 -1.3229
H 2.0375 2.7657 -0.6801
H -1.4816 -2.3160 -0.7407
H -1.6408 -0.5305 -1.2171
H -2.4305 1.2667 0.2931
H -1.5690 1.5095 1.6366


(11)
Below is the ion C3H10N5 with charge +1 in a non-equilibrium geometry, with properties calculated with ωB97M-V/def2-TZVPD.

Values from the calculation:
E_tot: -393.62346 Ha
net charge: +1
SMILES: [H]/N=[N+]1\NNN(C)[C@@H]1C
relative energy (zero: lowest compared OMol25 entry of this formula, charge and spin): 6.382 eV
maximum force: 5.1 eV/Å

Element x y z (Å)
C 0.3506 -0.6529 -0.0607
C 0.4405 -1.8524 0.8178
C -2.0994 0.3872 -0.8085
N 2.4429 0.0305 -0.7032
N -0.4638 1.4618 0.6140
N 0.8922 1.4902 0.3346
N -0.9816 0.2627 0.2061
N 1.3563 0.3543 -0.1906
H 0.2423 -1.0964 -1.0745
H -0.4926 -2.3051 0.5068
H 0.5770 -1.6154 1.8139
H 1.3295 -2.6239 0.5514
H -2.5904 -0.6283 -0.7748
H -2.8175 1.1923 -0.3771
H -1.9851 0.5696 -1.9134
H 3.1109 0.8046 -0.7322
H -0.6499 1.8009 1.5720
H 1.3380 2.4203 0.2184


(12)
Below is the ion C3H10N5 with charge +1 in a non-equilibrium geometry, with properties calculated with ωB97M-V/def2-TZVPD.

Values from the calculation:
E_tot: -393.66193 Ha
net charge: +1
relative energy (zero: lowest compared OMol25 entry of this formula, charge and spin): 5.335 eV
maximum force: 3.1 eV/Å

Element x y z (Å)
C -1.6823 -0.3446 0.8936
C -0.8933 -1.8080 -0.7941
C 1.4786 0.3493 -0.6505
N -2.0096 0.9176 0.2377
N -1.3916 1.4554 -0.5649
N 0.2046 0.2020 -0.3636
N 2.0008 1.4134 0.6517
N -0.4602 -0.8131 0.2368
H -1.5137 -0.0815 1.9210
H -2.5655 -1.0268 0.8865
H -1.7836 -1.3216 -1.3564
H 0.0005 -1.9687 -1.4036
H -1.2084 -2.6265 -0.2314
H 1.4171 1.2538 -1.4318
H 2.1176 -0.5516 -0.6473
H 2.6053 1.0761 1.3438
H 1.0706 1.8043 0.9891
H 2.6131 2.0707 0.2835


(13)
Below is a cluster of 2 separate species, C3H10NO in total, with properties calculated with ωB97M-V/def2-TZVPD.

Values from the calculation:
E_tot: -250.27849 Ha
net charge: -1
relative energy (zero: lowest compared OMol25 entry of this formula, charge and spin): 0.350 eV
maximum force: 0.3 eV/Å

Element x y z (Å)
N 0.8776 0.1018 -2.6843
C 0.8390 0.8682 -1.3808
O 0.6444 0.1166 -0.3017
H 1.8290 -0.2166 -2.8269
H 0.3342 -0.7283 -2.4599
H 1.8082 1.4420 -1.3743
H 0.0392 1.6309 -1.5254
C -0.8043 0.0841 2.4382
C -1.4493 -1.0606 1.6758
H 0.2781 -0.0409 2.4036
H -1.1441 0.1351 3.4806
H -1.0203 1.0335 1.9464
H -1.2087 -2.0263 2.1302
H -2.5407 -0.9841 1.6272
H -1.0559 -1.0306 0.6639


(14)
Below is a cluster of 2 separate species, C3H10NO in total in a non-equilibrium geometry, with properties calculated with ωB97M-V/def2-TZVPD.

Values from the calculation:
E_tot: -250.19774 Ha
net charge: -1
relative energy (zero: lowest compared OMol25 entry of this formula, charge and spin): 2.548 eV
maximum force: 4.8 eV/Å

Element x y z (Å)
C -2.8688 -0.4576 0.1730
O -1.6829 -0.7154 0.8539
H -2.8167 -0.9430 -0.9004
H -3.7688 -0.8588 0.6755
H -3.1772 0.6564 0.0339
C 1.9439 -0.6875 -0.6040
N 0.6850 0.0362 -0.1294
C 1.2144 1.3048 0.3778
H 2.6297 -0.9606 0.2150
H 1.6422 -1.6918 -0.9677
H 2.3615 0.0016 -1.3734
H -0.0963 -0.7312 0.1832
H 0.8332 1.6385 1.4007
H 0.8654 1.9875 -0.3975
H 2.2354 1.4211 0.4592


(15)
Below is a cluster of 2 separate species, C3H10NO in total in a non-equilibrium geometry, with properties calculated with ωB97M-V/def2-TZVPD.

Values from the calculation:
E_tot: -250.22169 Ha
net charge: -1
relative energy (zero: lowest compared OMol25 entry of this formula, charge and spin): 1.896 eV
maximum force: 2.6 eV/Å

Element x y z (Å)
C 2.0255 0.6749 -1.4512
O 1.6569 -0.4277 -0.8424
H 2.2325 1.7505 -0.9075
H 1.3308 1.2485 -2.1567
H 2.9540 0.5588 -2.0506
C -1.3019 -1.4990 0.3348
N -1.6736 -0.3028 1.0975
C -0.5185 0.6265 1.2316
H -1.8566 -2.3448 0.7776
H -0.2449 -1.7634 0.3878
H -1.6747 -1.5420 -0.7085
H -2.2957 0.2546 0.5352
H -0.7591 1.5950 0.7386
H -0.2693 0.9346 2.2592
H 0.3947 0.2362 0.7546